Record 1
The following is a quantum chemistry calculation of a 10-piece molecular cluster, C40H110N10O10 overall, from the Open Molecules 2025 dataset.

Results
strongest force on any atom = 0.049 hartree/bohr
energy above the lowest of the compared OMol25 structures with the same formula, charge and spin = 1.479 eV
molecular weight = 891.4 g/mol
HOMO level = -8.64 eV
HOMO-LUMO gap = 9.05 eV
structure (SMILES) = COC[C@H](C)N.COC[C@H](C)N.COC[C@H](C)N.COC[C@H](C)N.COC[C@H](C)N.COC[C@H](C)N.COC[C@H](C)N.COC[C@H](C)N.COC[C@H](C)N.COC[C@H](C)N
total energy = -2889.7568 Ha

Each line ends with the Löwdin charge.
Cartesian coordinates (Å):
C1 -4.04107 0.06271 2.95724  -0.08
O1 -3.87602 -0.99086 3.89299  -0.15
C2 -2.91873 -1.90997 3.49026  -0.26
C3 -2.71279 -2.99034 4.45320  -0.45
C4 -2.04013 -2.49780 5.69872  -0.05
N1 -1.99870 -4.13962 3.90657  0.07
H1 -3.20054 0.78007 3.07994  0.09
H2 -4.96476 0.58727 3.15388  0.09
H3 -4.07720 -0.32488 1.95338  0.07
H4 -3.23000 -2.35422 2.54635  0.13
H5 -1.99060 -1.41292 3.29764  0.11
H6 -3.68478 -3.41910 4.71746  0.14
H7 -1.09250 -2.05062 5.37480  0.07
H8 -1.83875 -3.33766 6.36850  0.08
H9 -2.52978 -1.75686 6.33226  0.08
H10 -2.09918 -4.19331 2.91893  0.03
H11 -1.00799 -4.16116 4.08550  0.07
C5 -1.29870 2.22223 -3.44162  -0.15
O2 -1.57314 3.16542 -2.47844  -0.22
C6 -1.38426 4.50371 -2.92712  -0.18
C7 -1.58942 5.48976 -1.75822  -0.40
C8 -1.27123 6.92305 -2.20837  -0.07
N2 -0.60958 5.19733 -0.66337  0.08
H12 -1.78061 1.28820 -3.15530  0.07
H13 -0.19856 2.11197 -3.50745  0.09
H14 -1.66728 2.47723 -4.43844  0.09
H15 -0.37123 4.62249 -3.33230  0.13
H16 -2.13353 4.69202 -3.70408  0.13
H17 -2.63591 5.50026 -1.46313  0.13
H18 -1.88890 7.19781 -3.07264  0.08
H19 -0.24310 7.09714 -2.58427  0.09
H20 -1.50689 7.53767 -1.32496  0.08
H21 -0.77605 4.31796 -0.22456  0.02
H22 -0.64755 5.91564 0.01145  0.04
C9 3.38240 -3.66643 -3.06955  -0.08
O3 2.17064 -3.68548 -2.33759  -0.21
C10 1.36449 -2.53362 -2.45644  -0.19
C11 0.61433 -2.46655 -3.79626  -0.44
C12 -0.19972 -1.20313 -4.00245  -0.06
N3 -0.29029 -3.59471 -3.80984  0.05
H23 3.30620 -3.57865 -4.14562  0.08
H24 3.90058 -4.57839 -2.77613  0.10
H25 3.97863 -2.81020 -2.73378  0.08
H26 0.68163 -2.53428 -1.60459  0.11
H27 1.96678 -1.64181 -2.41453  0.11
H28 1.41911 -2.53513 -4.55266  0.13
H29 -0.77537 -1.31842 -4.92593  0.08
H30 0.40685 -0.32267 -4.11985  0.06
H31 -1.00505 -1.02419 -3.29992  0.06
H32 -0.60660 -3.67979 -4.77970  0.08
H33 0.17766 -4.46744 -3.63735  0.07
C13 -4.98582 2.91149 -0.02323  -0.13
O4 -4.29754 3.16289 1.15385  -0.23
C14 -4.98259 4.02786 2.06715  -0.20
C15 -4.03066 4.37217 3.21087  -0.45
C16 -4.71672 5.40729 4.12021  -0.06
N4 -2.84148 4.95692 2.64739  0.04
H34 -5.09119 3.78826 -0.66484  0.09
H35 -5.95930 2.44034 0.12426  0.09
H36 -4.29824 2.27563 -0.61828  0.08
H37 -5.38586 4.90904 1.51479  0.13
H38 -5.89978 3.51794 2.41172  0.13
H39 -3.80956 3.41703 3.71129  0.13
H40 -3.98503 5.69103 4.86058  0.06
H41 -5.60073 4.99509 4.63253  0.08
H42 -5.00591 6.31187 3.55271  0.09
H43 -2.32769 5.55511 3.30474  0.08
H44 -2.30951 4.22553 2.20681  0.05
C17 -1.64268 -7.67165 2.01658  -0.13
O5 -1.27963 -7.46499 0.67218  -0.20
C18 0.01834 -6.77093 0.45938  -0.13
C19 0.06688 -5.25511 0.80116  -0.40
C20 -1.05749 -4.44296 0.22010  -0.08
N5 1.44670 -4.67746 0.45963  0.07
H45 -1.74053 -6.76374 2.59948  0.06
H46 -0.88158 -8.24686 2.56690  0.09
H47 -2.60722 -8.18460 2.05121  0.09
H48 0.77073 -7.21305 1.08364  0.11
H49 0.13650 -6.88270 -0.58176  0.11
H50 -0.03338 -5.13313 1.89421  0.11
H51 -0.91247 -4.40121 -0.85182  0.07
H52 -1.03990 -3.46154 0.69292  0.05
H53 -2.06140 -4.91085 0.31093  0.09
H54 1.53375 -3.77876 0.91393  0.02
H55 1.51767 -4.52808 -0.54630  0.03
C21 -4.85117 1.48864 -3.50066  -0.11
O6 -4.90492 0.52110 -2.47205  -0.22
C22 -5.52818 -0.69248 -2.88056  -0.19
C23 -5.35345 -1.75927 -1.79115  -0.42
C24 -3.94843 -1.87296 -1.20259  -0.06
N6 -5.68346 -3.09733 -2.33769  0.03
H56 -4.41001 2.36525 -3.03241  0.07
H57 -5.84912 1.63443 -3.92798  0.09
H58 -4.22370 1.18054 -4.35183  0.09
H59 -6.59867 -0.56223 -3.00584  0.12
H60 -5.01716 -1.00223 -3.79308  0.13
H61 -6.03124 -1.47918 -0.96454  0.13
H62 -3.83159 -2.84575 -0.70239  0.08
H63 -3.67251 -1.05324 -0.57351  0.04
H64 -3.19220 -1.82236 -2.00238  0.08
H65 -5.38409 -3.76001 -1.60924  0.07
H66 -6.66626 -3.20580 -2.53036  0.06
C25 2.92736 0.91061 -1.01182  -0.10
O7 1.87566 0.56650 -0.13960  -0.21
C26 0.83172 1.50407 0.07286  -0.19
C27 -0.42133 0.93014 0.68134  -0.42
C28 -1.06827 -0.36143 0.12767  -0.03
N7 -1.34385 2.04792 0.68941  0.07
H67 3.39647 1.83625 -0.68065  0.07
H68 2.58306 1.09241 -2.02339  0.08
H69 3.66618 0.09896 -0.91934  0.09
H70 1.10274 2.25157 0.82853  0.12
H71 0.60366 1.94151 -0.88008  0.11
H72 -0.19353 0.75406 1.73852  0.12
H73 -1.87887 -0.57122 0.84024  0.05
H74 -0.43646 -1.25044 0.00355  0.05
H75 -1.57326 -0.13580 -0.82230  0.06
H76 -2.16305 1.94234 1.25440  0.04
H77 -1.61614 2.38298 -0.24284  0.06
C29 4.45843 3.47622 2.98467  -0.11
O8 4.43549 4.63195 2.16524  -0.19
C30 3.63186 4.50338 0.98095  -0.18
C31 3.43361 5.92098 0.44642  -0.44
C32 2.40833 6.79933 1.19591  -0.05
N8 3.09416 6.02598 -0.95729  0.03
H78 4.65943 2.53742 2.51999  0.07
H79 3.57668 3.33930 3.60338  0.08
H80 5.24500 3.73056 3.68253  0.09
H81 4.20746 3.91494 0.27879  0.11
H82 2.69078 4.03585 1.23502  0.11
H83 4.41555 6.40296 0.53857  0.14
H84 2.37167 7.77863 0.73055  0.07
H85 2.63699 6.87451 2.24597  0.07
H86 1.43692 6.31383 1.08747  0.05
H87 2.21595 5.58070 -1.22770  0.06
H88 3.87534 5.73138 -1.54225  0.07
C33 0.30356 0.87999 5.12317  -0.10
O9 0.61935 -0.35764 4.51178  -0.22
C34 1.95974 -0.40513 4.03126  -0.21
C35 2.15953 -1.68100 3.26622  -0.42
C36 3.56963 -1.79043 2.67304  -0.04
N9 1.18297 -1.78012 2.16477  0.08
H89 0.83737 0.92151 6.08936  0.09
H90 -0.77265 0.86881 5.28954  0.09
H91 0.62860 1.78053 4.60578  0.08
H92 2.19548 0.45195 3.39285  0.12
H93 2.58457 -0.37162 4.94727  0.14
H94 1.91086 -2.51339 3.89405  0.13
H95 3.60804 -2.77208 2.20218  0.08
H96 4.39048 -1.64496 3.34677  0.07
H97 3.65553 -1.05584 1.84430  0.08
H98 1.44257 -1.03005 1.54302  0.05
H99 0.28507 -1.69001 2.57040  0.04
C37 5.42738 -0.77766 -4.34783  -0.10
O10 5.94034 -2.09717 -4.41226  -0.22
C38 6.97209 -2.32601 -3.46122  -0.20
C39 7.41825 -3.79071 -3.53500  -0.43
C40 8.51647 -4.01345 -2.50896  -0.08
N10 8.03993 -4.14458 -4.83094  0.04
H100 4.58686 -0.64274 -5.02018  0.09
H101 6.22042 -0.12467 -4.70036  0.09
H102 5.13648 -0.55776 -3.32699  0.07
H103 7.80270 -1.57909 -3.52349  0.14
H104 6.42304 -2.25172 -2.52267  0.11
H105 6.58439 -4.46721 -3.24839  0.13
H106 8.00614 -4.02689 -1.55917  0.07
H107 9.32750 -3.29723 -2.58378  0.08
H108 8.96188 -5.00656 -2.64198  0.08
H109 7.57193 -3.83028 -5.64709  0.05
H110 8.24435 -5.13992 -4.89936  0.07


Record 2
The following is a quantum chemistry calculation of a 10-piece molecular cluster, C40H110N10O10 overall, from the Open Molecules 2025 dataset.

Results
strongest force on any atom = 0.078 hartree/bohr
energy above the lowest of the compared OMol25 structures with the same formula, charge and spin = 0.536 eV
net charge = +1
molecular weight = 891.4 g/mol
HOMO level (alpha / beta) = -10.58 / -10.58 eV
HOMO-LUMO gap (alpha / beta) = 8.89 / 3.56 eV
total energy = -2889.3829 Ha
spin multiplicity = 2
<S²> = 0.754

Each line ends with the Löwdin charge.
Cartesian coordinates (Å):
C1 -0.55336 -2.12134 -8.74748  -0.06
C2 -1.08582 -3.47070 -8.36535  -0.47
C3 -1.75089 -3.56069 -6.98077  -0.18
O1 -0.89650 -2.94038 -6.00601  -0.19
C4 -1.40758 -3.01110 -4.70653  -0.13
N1 -2.01477 -3.85951 -9.39374  0.04
H1 0.17061 -1.77056 -8.01200  0.07
H2 -1.40106 -1.43734 -8.78791  0.08
H3 -0.12943 -2.21627 -9.74717  0.09
H4 -0.19541 -4.09371 -8.28099  0.14
H5 -1.99133 -4.57266 -6.65490  0.13
H6 -2.69492 -3.01693 -7.01590  0.12
H7 -2.48205 -2.83028 -4.73646  0.09
H8 -1.07724 -2.28636 -3.96239  0.06
H9 -1.24270 -3.97946 -4.23409  0.06
H10 -2.55826 -4.64194 -9.05829  0.07
H11 -2.75547 -3.17477 -9.44466  0.07
C5 2.81104 3.02777 -2.48306  -0.04
C6 3.10537 1.54308 -2.47756  -0.45
C7 2.77012 0.74321 -3.77521  -0.21
O2 1.44012 0.88893 -4.10294  -0.21
C8 0.96699 0.07221 -5.17429  -0.06
N2 4.50040 1.44990 -2.18753  0.03
H12 1.74758 3.11940 -2.70387  0.07
H13 3.35721 3.59255 -3.23857  0.09
H14 3.06086 3.45614 -1.51240  0.07
H15 2.66452 0.98668 -1.65042  0.09
H16 3.07656 -0.29844 -3.67953  0.12
H17 3.38045 1.28773 -4.49569  0.13
H18 -0.08271 0.35769 -5.24313  0.10
H19 0.92677 -0.96656 -4.84653  0.07
H20 1.60909 0.21403 -6.04361  0.10
H21 4.92622 2.18416 -2.73492  0.09
H22 4.81583 0.57124 -2.57298  0.08
C9 1.62468 -4.20292 2.49127  -0.05
C10 2.83071 -4.42379 1.56008  -0.44
C11 3.26554 -3.12551 0.92004  -0.21
O3 4.21123 -3.34302 -0.13060  -0.16
C12 4.55286 -2.17150 -0.81377  -0.12
N3 3.97824 -4.92924 2.27488  0.05
H23 1.23632 -5.13151 2.90959  0.08
H24 0.81443 -3.59239 2.09270  0.06
H25 1.99768 -3.62035 3.33364  0.07
H26 2.54582 -5.16822 0.81661  0.13
H27 3.69268 -2.46801 1.67722  0.12
H28 2.35651 -2.60850 0.61271  0.10
H29 4.97287 -1.43402 -0.12981  0.09
H30 3.76053 -1.81050 -1.46950  0.06
H31 5.40899 -2.35692 -1.46245  0.10
H32 4.67000 -4.98669 1.54121  0.07
H33 4.26349 -4.23076 2.94633  0.07
C13 0.01811 1.73671 -0.76634  -0.02
C14 -0.29243 0.26256 -0.40880  -0.37
C15 0.55089 -0.80187 -1.22222  -0.16
O4 0.23020 -2.15017 -0.82001  -0.21
C16 0.80264 -3.17779 -1.66372  -0.06
N4 -0.04012 0.02927 0.97281  0.06
H34 0.01000 1.90664 -1.84298  0.06
H35 0.99987 2.00047 -0.37304  0.06
H36 -0.76030 2.37599 -0.34979  0.06
H37 -1.32317 -0.03111 -0.60737  0.14
H38 1.62948 -0.70519 -1.09816  0.10
H39 0.25073 -0.65283 -2.25943  0.11
H40 0.78916 -4.07985 -1.05199  0.07
H41 1.85895 -3.01482 -1.87763  0.08
H42 0.25354 -3.30669 -2.59645  0.06
H43 -0.26192 -0.95226 1.05941  0.09
H44 0.95669 0.14146 1.09062  0.05
C17 1.56523 0.36542 8.01027  -0.05
C18 0.00725 0.37988 8.02922  -0.41
C19 -0.57170 -0.63096 7.01067  -0.16
O5 -0.30492 -0.27322 5.63249  -0.23
C20 -0.71199 -1.25888 4.65852  -0.09
N5 -0.47461 0.07854 9.41409  0.04
H45 1.88544 0.98867 8.84521  0.07
H46 2.06349 0.68369 7.09454  0.06
H47 1.90866 -0.63152 8.28644  0.08
H48 -0.33389 1.39028 7.80383  0.12
H49 -1.63384 -0.73621 7.23172  0.12
H50 -0.16476 -1.60726 7.27399  0.13
H51 -0.58654 -2.28342 5.00878  0.09
H52 -0.21446 -1.20289 3.69031  0.07
H53 -1.78152 -1.20688 4.45477  0.09
H54 0.04937 0.57205 10.12260  0.07
H55 -1.35065 0.58019 9.44575  0.07
C21 -7.60442 5.82001 1.65923  -0.07
C22 -6.55810 5.11236 2.45584  -0.44
C23 -5.54625 4.38993 1.55439  -0.20
O6 -4.68901 3.56326 2.34138  -0.17
C24 -3.65266 2.89794 1.59284  -0.10
N6 -5.87972 6.13848 3.20335  0.03
H56 -7.09595 6.52434 1.00083  0.07
H57 -8.28745 6.31974 2.34614  0.09
H58 -8.11427 5.13312 0.98370  0.08
H59 -7.07574 4.50080 3.19487  0.15
H60 -4.92448 5.00434 0.90325  0.12
H61 -6.15499 3.81553 0.85610  0.12
H62 -3.22757 2.21314 2.32661  0.07
H63 -2.83631 3.47399 1.15713  0.06
H64 -4.04891 2.28451 0.78363  0.08
H65 -5.32970 6.72437 2.59154  0.07
H66 -5.15158 5.80666 3.81965  0.07
C25 -0.32818 3.90013 2.82301  -0.02
C26 0.06390 2.66995 3.54538  -0.32
C27 0.19514 2.85046 5.07187  -0.15
O7 1.44525 3.46078 5.30407  -0.19
C28 1.76267 3.89665 6.56317  -0.11
N7 -0.88742 1.63656 3.16919  0.34
H67 0.50955 4.59725 2.80478  0.10
H68 -1.21119 4.36851 3.25777  0.10
H69 -0.64821 3.71017 1.79851  0.07
H70 1.02983 2.48278 3.07630  0.14
H71 0.16627 1.96768 5.71061  0.10
H72 -0.56519 3.53858 5.44131  0.14
H73 0.95278 4.39424 7.09663  0.10
H74 2.61119 4.57817 6.50285  0.10
H75 2.04105 3.07303 7.22063  0.07
H76 -0.49937 1.10576 2.40253  0.06
H77 -0.91405 0.97877 3.93517  0.09
C29 3.53997 3.23478 1.43484  -0.05
C30 4.29778 1.97940 1.67244  -0.43
C31 3.39550 0.75027 1.63436  -0.18
O8 2.38166 0.74181 2.61478  -0.24
C32 2.84091 0.76723 3.99569  -0.06
N8 5.37315 1.91315 0.69770  0.05
H78 2.85453 3.42316 2.26115  0.06
H79 2.81832 3.16688 0.62076  0.06
H80 4.14934 4.10412 1.18782  0.10
H81 4.83994 2.07946 2.61275  0.14
H82 3.92867 -0.18991 1.77542  0.11
H83 2.79081 0.68116 0.73011  0.10
H84 3.21627 1.76014 4.24336  0.08
H85 3.72662 0.18838 4.25749  0.10
H86 2.03310 0.54353 4.69246  0.07
H87 4.96664 1.82741 -0.22289  0.02
H88 5.81801 2.81967 0.71844  0.07
C33 -0.79170 -6.94341 -2.98828  -0.04
C34 0.28798 -7.30343 -1.90112  -0.41
C35 1.73551 -7.06052 -2.51579  -0.16
O9 2.15418 -8.03384 -3.49816  -0.19
C36 2.39426 -9.33756 -2.95121  -0.09
N9 -0.00252 -6.54895 -0.71648  0.01
H89 -1.79299 -7.04529 -2.56979  0.07
H90 -0.69054 -7.70809 -3.75843  0.08
H91 -0.67839 -5.95050 -3.42349  0.05
H92 0.15449 -8.31669 -1.52217  0.12
H93 2.40316 -7.00932 -1.65572  0.11
H94 1.71216 -6.08800 -3.00748  0.12
H95 2.70482 -10.05222 -3.71338  0.09
H96 1.46926 -9.71455 -2.51491  0.07
H97 3.20172 -9.25940 -2.22320  0.09
H98 -0.92656 -6.49488 -0.31236  0.08
H99 0.62122 -6.85431 0.01687  0.07
C37 -2.59369 2.99409 -3.81275  -0.08
C38 -3.68080 3.96184 -3.43224  -0.43
C39 -3.95588 4.05919 -1.91740  -0.23
O10 -4.66267 5.18202 -1.46390  -0.21
C40 -6.03723 5.23275 -1.90416  -0.08
N10 -3.22400 5.24626 -4.02081  0.06
H100 -1.65467 3.17901 -3.29108  0.07
H101 -2.50388 2.92378 -4.89677  0.09
H102 -2.87747 1.96720 -3.58240  0.08
H103 -4.66151 3.71655 -3.83983  0.13
H104 -3.03758 4.05002 -1.33026  0.11
H105 -4.51917 3.17672 -1.61400  0.12
H106 -6.12008 5.34916 -2.98474  0.08
H107 -6.61668 6.00253 -1.39448  0.09
H108 -6.59863 4.30224 -1.81998  0.09
H109 -3.68534 5.94223 -3.45257  0.06
H110 -2.26059 5.28289 -3.71984  0.06